Entry from the OMol25 dataset: a molecular structure, C38H71BBe2Cl3F9IN2O9P2 (wB97M-V/def2-TZVPD).

Last column: Löwdin charge in e.
CARTESIAN COORDINATES (ANGSTROEM)
C1 -0.114 -1.620 -7.727  -0.012
C2 0.974 -0.644 -7.668  -0.597
O1 1.725 -0.474 -8.672  -0.085
N1 1.138 0.065 -6.464  0.086
C3 1.749 1.336 -6.802  -0.187
C4 3.335 1.423 -6.636  -0.126
C5 3.682 2.350 -5.424  -0.259
C6 3.215 1.848 -4.111  -0.264
P1 4.323 2.681 -2.708  0.653
C7 3.854 1.219 -1.518  -0.336
C8 4.100 1.500 -0.077  -0.828
O2 5.049 2.031 0.406  0.009
I1 2.483 0.817 1.283  0.724
C9 2.844 3.786 -2.097  -0.566
F1 3.359 4.713 -1.233  0.042
F2 1.902 3.098 -1.424  0.037
C10 2.163 4.551 -3.206  -0.158
C11 2.825 5.431 -4.022  -0.126
C12 2.174 6.066 -5.037  -0.251
C13 0.852 5.848 -5.279  -0.072
C14 0.180 4.997 -4.449  -0.108
C15 -1.289 4.740 -4.649  -0.592
F3 -1.531 3.537 -5.187  0.144
F4 -1.819 5.684 -5.442  0.137
F5 -1.966 4.788 -3.507  0.167
C16 0.823 4.365 -3.426  0.030
H1 0.182 -2.466 -8.340  0.102
H2 -0.865 -0.990 -8.265  0.053
H3 -0.372 -1.906 -6.712  0.093
H4 0.269 0.205 -5.968  0.145
H5 1.400 1.439 -7.822  -0.022
H6 1.400 2.178 -6.215  0.136
H7 4.026 0.351 -6.483  -0.110
H8 3.690 1.913 -7.545  0.110
H9 4.770 2.435 -5.378  0.109
H10 3.284 3.336 -5.714  0.140
H11 2.145 1.951 -3.938  0.091
H12 3.440 0.784 -4.070  0.082
H13 5.217 3.285 -1.746  0.037
H14 4.712 3.729 -3.639  0.009
H15 5.466 1.907 -3.209  0.002
H16 4.515 0.384 -1.768  0.094
H17 2.855 0.829 -1.673  0.046
H18 3.877 5.589 -3.859  0.111
H19 2.727 6.733 -5.683  0.093
H20 0.344 6.330 -6.098  0.129
H21 0.221 3.717 -2.821  0.106
Be1 1.266 1.159 -9.374  0.403
Cl1 -0.476 1.172 -8.720  0.613
Be2 1.803 8.208 -3.653  0.345
O3 -1.883 3.608 0.834  -0.401
Cl2 -1.240 4.729 0.171  0.653
O4 -0.642 4.264 -1.065  -0.387
O5 -0.214 5.268 1.029  -0.368
O6 -2.221 5.742 -0.118  -0.363
Cl3 4.194 -0.983 -7.180  0.476
C17 -2.413 3.871 -10.997  -0.044
C18 -0.983 3.314 -11.078  -0.814
O7 -0.897 2.051 -11.073  -0.232
O8 -0.066 4.146 -11.133  -0.059
H22 -3.152 3.071 -10.949  0.054
H23 -2.509 4.491 -10.106  0.061
H24 -2.618 4.484 -11.876  0.061
C19 -1.561 -1.412 10.007  -0.102
C20 -2.648 -1.934 9.070  -0.253
C21 -2.097 -2.819 7.951  -0.228
C22 -1.386 -2.079 6.808  -0.259
P2 -2.399 -1.289 5.549  1.017
C23 -3.606 -2.520 4.994  -0.271
C24 -3.146 -3.927 4.586  -0.223
C25 -2.442 -4.091 3.236  -0.264
C26 -3.159 -3.443 2.056  -0.090
C27 -1.397 -0.917 4.119  -0.261
C28 -0.203 0.043 4.185  -0.225
C29 -0.513 1.541 4.226  -0.245
C30 -1.602 1.999 3.264  -0.102
C31 -3.482 0.041 6.097  -0.255
C32 -3.032 1.430 6.579  -0.211
C33 -1.905 1.497 7.621  -0.253
C34 -2.406 1.859 9.019  -0.107
H25 -0.795 -0.846 9.473  0.065
H26 -1.993 -0.758 10.763  0.074
H27 -1.069 -2.238 10.523  0.079
H28 -3.216 -1.096 8.660  0.077
H29 -3.354 -2.522 9.660  0.113
H30 -2.916 -3.416 7.542  0.096
H31 -1.394 -3.533 8.386  0.120
H32 -0.794 -2.822 6.261  0.100
H33 -0.646 -1.381 7.203  0.088
H34 -4.204 -2.065 4.200  0.101
H35 -4.300 -2.637 5.832  0.097
H36 -4.038 -4.558 4.568  0.119
H37 -2.500 -4.344 5.365  0.098
H38 -2.346 -5.158 3.036  0.098
H39 -1.414 -3.725 3.291  0.086
H40 -4.137 -3.902 1.896  0.083
H41 -2.575 -3.572 1.146  0.082
H42 -3.307 -2.371 2.192  0.056
H43 -2.054 -0.657 3.286  0.101
H44 -0.957 -1.880 3.846  0.085
H45 0.396 -0.141 3.295  0.043
H46 0.434 -0.214 5.038  0.110
H47 0.407 2.084 4.000  0.110
H48 -0.766 1.826 5.250  0.067
H49 -1.301 1.861 2.227  0.071
H50 -1.805 3.058 3.404  0.085
H51 -2.549 1.469 3.424  0.059
H52 -4.145 -0.389 6.855  0.092
H53 -4.142 0.218 5.239  0.108
H54 -3.916 1.937 6.970  0.119
H55 -2.752 2.021 5.708  0.086
H56 -1.196 2.272 7.325  0.107
H57 -1.336 0.566 7.658  0.071
H58 -2.805 2.874 9.029  0.081
H59 -1.589 1.820 9.740  0.074
H60 -3.194 1.182 9.356  0.066
C35 0.886 -9.517 3.836  -0.071
C36 -0.128 -9.009 2.816  -0.430
C37 0.153 -7.581 2.325  -0.199
O9 -0.194 -6.559 3.245  -0.213
C38 0.763 -6.318 4.259  -0.100
N2 -1.475 -9.137 3.384  0.039
H61 0.722 -9.095 4.827  0.063
H62 0.808 -10.600 3.935  0.076
H63 1.906 -9.284 3.527  0.079
H64 -0.067 -9.664 1.943  0.136
H65 -0.469 -7.400 1.445  0.123
H66 1.195 -7.467 2.001  0.123
H67 1.784 -6.461 3.898  0.095
H68 0.581 -6.956 5.127  0.076
H69 0.650 -5.281 4.582  0.077
H70 -2.159 -8.898 2.671  0.071
H71 -1.582 -8.404 4.080  0.064
B1 4.946 2.058 -10.339  -1.237
F6 3.652 1.590 -9.870  0.040
F7 4.771 3.261 -11.001  0.127
F8 5.758 2.225 -9.210  0.095
F9 5.476 1.092 -11.188  0.115

Output
total charge	-1
molar mass	1195.0	u
largest force on an atom	5.5	eV/Å
highest occupied orbital energy	-5.06	eV
E_tot	-5590.914043	hartree
E_LUMO	-2.90	eV